(1)
The following is a DFT calculation (ωB97M-V with the def2-TZVPD basis set) of 2 unconnected molecules or ions with the total composition C4H8NO3.

Cartesian coordinates (Å):
O  1.989  1.663  3.178
N  -0.998  -0.988  -3.532
O  -1.074  -3.034  -2.542
H  -0.721  0.953  1.497
H  -1.707  -1.137  -4.247
H  0.712  -1.496  -1.061
C  -0.848  -1.843  -2.456
C  -0.336  -1.208  -1.194
H  -0.602  0.492  3.169
C  -0.008  0.678  2.273
C  0.936  1.898  2.535
H  -0.760  -0.036  -3.317
O  0.535  2.993  2.086
H  0.561  -0.210  2.005
H  -0.187  -0.131  -1.320
H  -0.896  -1.355  -0.286

Atoms 1-3, force components in eV/Å:
O -0.309 -0.153 -0.156
N -0.030 0.311 0.354
O -0.244 0.118 -0.025

Summary:
E_HOMO = -0.143 hartree
Relative energy (zero: lowest compared OMol25 entry of this formula, charge and spin) = 25.50 kcal/mol
Orbital gap = 6.77 eV
Total charge = -1

Mulliken atomic charge list, values in e, 2 entries: -0.74, -0.41

(2)
The following is a DFT calculation (ωB97M-V with the def2-TZVPD basis set) of a gas-phase ion, C4H7N2O (charge +1).

Cartesian coordinates (Å):
C  -0.532  -0.603  0.482
H  1.462  -1.852  2.024
N  -0.432  0.455  -0.458
C  1.711  -0.863  1.545
N  0.819  -0.335  0.854
H  -0.636  -1.584  -0.102
C  -1.381  0.788  -1.529
H  -1.204  -0.537  1.257
H  2.583  -0.301  1.893
C  0.800  0.863  -0.108
H  -2.262  0.131  -1.303
O  1.639  1.669  -0.430
H  -0.979  0.323  -2.475
H  -1.590  1.847  -1.649

Atoms 1-3, force components in eV/Å:
C 0.448 -3.587 -3.379
H 0.485 1.012 -0.483
N -0.634 2.019 -0.540

Summary:
SMILES string = C=[N+]1CN(C)C1=O
E_HOMO = -0.546 hartree
Relative energy (zero: lowest compared OMol25 entry of this formula, charge and spin) = 56.45 kcal/mol
Orbital gap = 9.30 eV
Total charge = +1

Mulliken atomic charge list, values in e, 2 entries: -0.50, 0.28

Q: Which of these has the highest E_HOMO?
A: C4H8NO3

Q: orbital gap of number 1 (C4H8NO3)?
A: 6.77 eV